The following is a quantum chemistry calculation of a cluster of 6 separate species, C15H40F6N5O5P in total at a distorted geometry, from OMol25.

Summary:
LUMO energy in eV: -9.326
Net charge: +4
Relative energy (zero: lowest compared OMol25 entry of this formula, charge and spin) in eV: 1.367
Gap between HOMO and LUMO in eV: 11.09

XYZ file:
```
72
C15H40F6N5O5P | OMol25 | wB97M-V/def2-TZVPD
C 0.509 -6.025 -0.306
C 0.728 -5.888 1.206
O 0.018 -6.406 2.001
N 1.863 -5.021 1.723
H 2.330 -5.405 2.532
H 2.610 -4.931 1.050
C 1.381 -3.712 2.253
H 1.386 -6.334 -0.874
H 0.036 -5.115 -0.676
H -0.201 -6.846 -0.407
H 0.777 -3.224 1.489
H 2.319 -3.164 2.345
H 0.888 -3.741 3.225
C 2.223 -1.666 -3.502
C 2.847 -0.646 -2.674
O 2.923 0.559 -3.022
N 3.291 -1.077 -1.280
H 2.544 -0.992 -0.605
H 3.486 -2.063 -1.174
C 4.597 -0.359 -0.895
H 2.076 -1.426 -4.555
H 1.198 -1.887 -3.204
H 2.841 -2.564 -3.501
H 5.405 -0.929 -1.352
H 4.752 -0.433 0.182
H 4.615 0.692 -1.185
C -2.318 0.326 3.596
C -3.828 0.340 3.554
O -4.463 0.105 2.549
N -4.618 0.510 4.834
H -5.080 -0.344 5.113
H -4.002 0.627 5.626
C -5.629 1.611 4.862
H -1.993 1.255 3.126
H -1.898 -0.623 3.263
H -2.026 0.319 4.646
H -5.146 2.588 4.843
H -6.263 1.458 5.736
H -6.156 1.504 3.914
C 1.580 7.174 1.283
C 1.941 5.825 0.833
O 2.726 5.568 -0.059
N 1.566 4.715 1.850
H 2.259 4.478 2.546
H 0.757 5.090 2.324
C 1.220 3.370 1.274
H 1.706 7.336 2.354
H 0.546 7.368 0.998
H 2.365 7.829 0.906
H 0.819 3.506 0.270
H 0.756 2.759 2.048
H 2.250 3.030 1.167
C -2.826 -0.288 -6.760
C -1.731 0.160 -5.785
O -0.518 0.210 -6.104
N -2.171 0.291 -4.352
H -2.895 0.991 -4.284
H -2.538 -0.564 -3.959
C -0.976 0.712 -3.443
H -3.453 0.550 -7.063
H -3.409 -1.104 -6.333
H -2.328 -0.751 -7.612
H -0.272 1.329 -4.001
H -0.583 -0.254 -3.126
H -1.428 1.244 -2.606
P 0.062 -0.260 0.440
F 0.107 0.476 1.877
F -1.236 0.629 0.001
F 0.991 0.979 -0.068
F 0.257 -0.979 -1.023
F 1.384 -1.092 0.993
F -0.949 -1.399 0.957
```

***

The following is a quantum chemistry calculation of a structure of composition C15H40FInN2O2PS2 at a distorted geometry, from OMol25.

Summary:
LUMO energy in eV: 2.685
Net charge: -1
Gap between HOMO and LUMO in eV: 7.74

XYZ file:
```
64
C15H40FInN2O2PS2 | OMol25 | wB97M-V/def2-TZVPD
C 3.187 -3.980 0.202
C 3.073 -2.559 1.014
F 1.953 -2.517 2.013
C 2.712 -1.403 -0.129
In 0.798 -1.803 -1.275
S 1.299 -3.626 -2.919
P -1.253 -2.194 0.160
O -2.355 -3.202 -0.799
O -0.973 -3.069 1.639
S -2.182 -0.484 0.426
H 3.449 -3.784 -0.942
H 2.182 -4.588 0.307
H 4.109 -4.571 0.673
H 4.058 -2.293 1.628
H 2.756 -0.325 0.382
H 3.646 -1.415 -0.872
H 0.479 -0.295 -2.263
H 1.706 -4.801 -2.253
H -1.754 -3.984 -1.066
H -1.655 -3.818 1.712
C -4.905 3.444 5.221
C -4.225 2.200 4.654
N -4.094 1.106 5.620
C -3.193 0.039 5.169
C -3.604 -0.759 3.937
C -5.331 0.648 6.256
C -6.454 0.156 5.350
H -4.397 3.796 6.124
H -4.876 4.251 4.483
H -5.957 3.260 5.460
H -3.223 2.508 4.330
H -4.761 1.883 3.754
H -3.012 -0.657 5.997
H -2.212 0.490 4.967
H -4.406 -1.463 4.161
H -2.752 -1.351 3.583
H -3.918 -0.118 3.109
H -5.725 1.469 6.868
H -5.098 -0.138 6.986
H -6.621 0.812 4.491
H -7.392 0.119 5.915
H -6.265 -0.855 4.985
C 3.416 -0.297 -6.671
C 2.892 0.382 -5.408
N 3.944 0.977 -4.579
C 3.477 1.365 -3.242
C 2.428 2.467 -3.152
C 4.820 1.947 -5.236
C 4.171 3.170 -5.876
H 4.178 -1.045 -6.431
H 2.596 -0.807 -7.185
H 3.843 0.424 -7.375
H 2.377 -0.392 -4.824
H 2.134 1.118 -5.690
H 4.339 1.646 -2.624
H 3.068 0.470 -2.755
H 2.859 3.451 -3.341
H 2.011 2.494 -2.138
H 1.594 2.308 -3.840
H 5.390 1.422 -6.013
H 5.588 2.287 -4.529
H 3.282 2.919 -6.460
H 4.882 3.647 -6.559
H 3.899 3.919 -5.130
```

***

The following is a quantum chemistry calculation of a cluster of 5 separate species, C15H40O5 in total at a distorted geometry, from OMol25.

Summary:
LUMO energy in eV: 0.585
SMILES: CC(C)O.CC(C)O.CC(C)O.CC(C)O.CC(C)O
Relative energy (zero: lowest compared OMol25 entry of this formula, charge and spin) in eV: 8.811
Gap between HOMO and LUMO in eV: 9.39

XYZ file:
```
60
C15H40O5 | OMol25 | wB97M-V/def2-TZVPD
C -2.827 -3.541 -1.239
C -1.354 -3.191 -0.912
C -0.978 -1.845 -1.227
O -1.202 -3.558 0.436
H -3.186 -4.517 -0.913
H -3.049 -3.355 -2.290
H -3.523 -2.832 -0.789
H -0.718 -3.900 -1.442
H -1.768 -1.247 -0.772
H -0.778 -1.713 -2.290
H -0.040 -1.599 -0.728
H -1.734 -4.305 0.721
C 4.612 1.928 0.826
C 3.591 1.094 0.070
C 4.251 0.374 -1.021
O 3.019 0.174 1.028
H 4.095 2.590 1.521
H 5.240 2.517 0.157
H 5.233 1.234 1.393
H 2.801 1.611 -0.474
H 3.532 -0.310 -1.472
H 5.120 -0.217 -0.731
H 4.493 1.167 -1.727
H 2.638 0.729 1.713
C -1.045 0.039 3.205
C -2.301 -0.370 3.979
C -2.291 -1.795 4.654
O -2.641 0.700 4.936
H -0.270 0.245 3.944
H -1.226 0.937 2.615
H -0.691 -0.792 2.595
H -3.128 -0.423 3.270
H -1.610 -1.848 5.503
H -1.854 -2.559 4.011
H -3.326 -2.108 4.788
H -3.159 1.370 4.485
C 0.430 -0.857 1.256
C 0.331 0.393 0.366
C 0.574 0.225 -1.104
O -1.007 0.838 0.484
H -0.601 -1.120 1.492
H 1.038 -0.604 2.124
H 1.038 -1.664 0.847
H 0.919 1.241 0.717
H 0.521 1.207 -1.574
H -0.234 -0.361 -1.543
H 1.597 -0.095 -1.303
H -1.043 0.991 1.431
C -1.831 3.138 -3.573
C -0.540 2.471 -3.842
C 0.364 2.269 -2.634
O -0.794 1.209 -4.479
H -2.319 3.578 -4.443
H -1.701 3.939 -2.844
H -2.376 2.266 -3.211
H 0.018 2.993 -4.619
H 0.748 3.144 -2.110
H 1.222 1.629 -2.839
H -0.259 1.832 -1.853
H -0.018 0.652 -4.569
```

***

The following is a quantum chemistry calculation of a cluster of 5 separate species, C15H41BFNO7S in total at a distorted geometry, from OMol25.

Summary:
LUMO energy in eV: 0.301
SMILES: CCN(B(C)O)S(=O)(=O)F.CC(C)O.CC(C)O.CC(C)O.CC(C)O
Gap between HOMO and LUMO in eV: 9.83

XYZ file:
```
67
C15H41BFNO7S | OMol25 | wB97M-V/def2-TZVPD
C 2.966 0.713 1.876
C 1.676 0.210 1.246
N 0.466 0.954 1.714
B -0.802 0.172 1.502
C -0.914 -0.929 0.395
O -1.816 0.502 2.341
S 0.378 2.488 1.189
O 0.068 3.389 2.238
O 1.421 2.770 0.270
F -0.948 2.414 0.320
H 3.714 -0.080 1.822
H 3.357 1.593 1.369
H 2.804 0.951 2.928
H 1.735 0.196 0.156
H 1.519 -0.815 1.570
H -0.343 -1.823 0.670
H -0.489 -0.576 -0.548
H -1.952 -1.208 0.209
H -2.522 -0.152 2.353
C 1.879 -5.010 0.417
C 2.884 -4.106 1.110
C 3.659 -4.830 2.199
O 2.234 -2.949 1.643
H 1.149 -5.382 1.143
H 1.347 -4.461 -0.360
H 2.375 -5.872 -0.032
H 3.582 -3.706 0.372
H 2.973 -5.196 2.968
H 4.375 -4.160 2.673
H 4.198 -5.687 1.792
H 1.601 -3.250 2.306
C 1.016 -1.553 -3.624
C 1.049 -2.984 -3.111
C 0.256 -3.926 -4.002
O 0.579 -3.043 -1.766
H -0.015 -1.186 -3.643
H 1.597 -0.899 -2.974
H 1.418 -1.485 -4.636
H 2.086 -3.325 -3.055
H -0.794 -3.618 -4.031
H 0.300 -4.945 -3.617
H 0.639 -3.921 -5.023
H -0.337 -2.740 -1.757
C -5.353 0.155 -2.249
C -4.172 -0.764 -2.504
C -4.500 -1.853 -3.511
O -3.703 -1.335 -1.279
H -6.193 -0.415 -1.842
H -5.086 0.930 -1.530
H -5.685 0.634 -3.171
H -3.327 -0.175 -2.867
H -5.316 -2.478 -3.139
H -3.634 -2.493 -3.683
H -4.811 -1.424 -4.465
H -4.417 -1.867 -0.908
C 1.646 7.474 2.101
C 0.141 7.531 2.314
C -0.213 7.686 3.786
O -0.491 6.386 1.760
H 2.064 6.608 2.622
H 1.876 7.372 1.040
H 2.136 8.371 2.482
H -0.271 8.374 1.754
H 0.158 6.826 4.351
H -1.294 7.734 3.914
H 0.231 8.589 4.208
H -0.151 5.597 2.203
```